No. 1
16
Properties=species:S:1:pos:R:3:forces:R:3 method="wB97M-V/def2-TZVPD" largest_force_ev_per_a=1.16 smiles="CN(C)CC(=O)O" e_homo_ev=-8.544 relative_energy_kj_mol=135.2
C 0.060 -1.476 0.647 -0.06 -0.20 -0.54
N 0.278 -0.529 -0.434 0.61 0.33 0.39
C -0.097 -0.910 -1.789 0.23 0.73 0.77
C -0.180 0.811 -0.127 0.53 -0.81 -0.64
C 0.490 1.467 1.054 -0.83 0.61 0.17
O -0.037 2.736 1.224 -0.11 -0.83 0.11
O 1.254 1.003 1.843 0.17 -0.23 -0.07
H -0.962 -1.375 1.041 0.07 -0.23 0.27
H 0.214 -2.492 0.283 -0.25 -0.01 -0.19
H 0.814 -1.357 1.420 -0.25 0.33 0.20
H 0.156 -1.943 -1.959 0.02 -0.37 -0.12
H 0.515 -0.277 -2.434 -0.22 -0.16 -0.39
H -1.159 -0.725 -1.993 -0.12 -0.18 -0.16
H 0.010 1.418 -1.014 -0.10 0.27 0.12
H -1.267 0.826 0.051 -0.04 0.22 0.14
H -0.089 2.823 2.187 0.34 0.50 -0.06



No. 2
35
Properties=species:S:1:pos:R:3:forces:R:3 method="wB97M-V/def2-TZVPD" largest_force_ev_per_a=5.28 smiles="NS(=O)(=O)c1ccc(NC(=O)NS(=O)(=O)c2ccccc2)cn1" e_homo_ev=-9.711 relative_energy_kj_mol=0.0
O 2.491 0.198 0.140 -1.41 -0.84 -0.26
O -1.868 -5.220 3.138 0.99 1.75 0.87
O -3.827 -3.794 3.248 1.53 1.15 -0.93
O -0.031 3.345 0.402 2.27 -0.92 -0.72
O 1.912 4.616 -0.538 -0.67 -3.26 0.51
N -0.756 -2.490 1.141 -1.01 0.58 1.22
C 1.817 1.072 0.665 1.99 -4.56 1.77
C -0.015 -1.382 0.887 -0.60 -0.34 1.06
C -1.513 -2.559 2.285 1.08 0.61 -0.98
C -1.491 -1.539 3.251 0.44 0.06 -0.65
C 0.623 1.248 -4.403 -0.48 0.57 0.43
C 1.551 2.287 -4.222 -0.12 -0.84 -1.73
C -0.138 0.853 -3.300 0.41 1.00 0.31
C -0.688 -0.428 2.996 0.63 -0.02 -0.83
C 1.790 2.851 -2.993 0.15 -0.17 0.55
C 0.025 1.494 -2.067 0.37 0.43 0.81
C 0.083 -0.317 1.806 -0.83 -0.47 1.09
C 1.027 2.469 -1.889 -0.40 -0.36 -0.27
N 0.882 0.837 1.668 -0.30 0.76 -0.86
N -2.869 -4.675 1.058 -0.73 1.97 -0.47
N 2.347 2.300 0.548 -1.98 4.21 0.05
S -2.561 -4.064 2.581 -1.06 -3.47 0.21
S 1.267 3.303 -0.289 -1.29 4.06 -0.87
H 0.521 -1.305 -0.046 0.07 -0.41 -0.11
H -2.023 -1.565 4.190 -0.27 -0.29 -0.14
H 0.374 0.844 -5.398 0.46 0.20 0.63
H 2.077 2.634 -5.132 -0.11 -0.12 0.84
H -0.934 0.156 -3.407 -0.38 -0.57 -0.07
H -0.615 0.391 3.713 -0.16 -0.29 -0.02
H 2.602 3.542 -2.908 0.11 0.58 0.22
H -0.625 1.294 -1.202 0.20 -0.14 -0.55
H 0.645 1.655 2.244 -0.06 -0.61 -0.56
H -2.010 -4.754 0.547 0.44 -0.07 -0.26
H -3.300 -5.580 1.198 0.04 -0.04 0.15
H 3.232 2.285 0.088 0.66 -0.14 -0.41